The following is a quantum chemistry calculation of a single C26H27Br3Cl2O5 molecule at a distorted geometry, from the OMol25 dataset.

The geometry in XYZ format:
```
63
Properties=species:S:1:pos:R:3:nbo_charge:R:1
C 1.1504 1.4700 3.9810 -0.62
C 0.9173 2.8454 3.3173 -0.43
C 0.1402 2.7380 2.0126 -0.06
O 1.0225 2.6105 0.8796 -0.54
C 0.7846 1.5100 0.1006 0.33
C 1.7490 0.4846 0.0733 0.07
C 2.9952 0.6736 0.9149 -0.49
C 4.1850 1.3770 0.2060 -0.20
C 3.8641 1.9344 -1.1668 -0.64
Br 5.6951 0.1551 0.0143 -0.02
C 1.5304 -0.6683 -0.6963 -0.07
C 2.5048 -1.7887 -0.7045 -0.09
Cl 3.6092 -1.9387 -2.0136 0.06
C 2.5197 -2.6532 0.3097 -0.03
C 1.6103 -2.5842 1.4938 -0.66
Cl 3.6297 -3.9740 0.3324 0.03
C 0.3267 -0.7709 -1.4325 -0.05
C -0.6247 0.2569 -1.4095 -0.09
C -0.3997 1.4083 -0.6476 -0.10
C -1.4081 2.4915 -0.6066 -0.10
Br -3.0090 1.9979 0.3244 0.06
C -1.2910 3.6973 -1.1330 -0.05
C -2.2808 4.7983 -1.1335 -0.67
Br 0.3159 4.1231 -2.0548 0.07
C -1.8782 0.0650 -2.1984 0.53
O -2.4185 0.9517 -2.7969 -0.49
C -2.3763 -1.3172 -2.2047 -0.28
C -1.4987 -2.3170 -2.2088 -0.01
C -1.8567 -3.7750 -2.1780 -0.43
C -3.1160 -4.0486 -1.3380 -0.41
C -3.0086 -3.4617 0.0730 -0.52
C -4.0653 -2.4687 0.4906 0.80
O -3.9345 -1.8025 1.4672 -0.56
O -5.1816 -2.3872 -0.2776 -0.72
C -0.0451 -1.9855 -2.2289 0.52
O 0.7242 -2.6528 -2.8570 -0.48
H 0.8766 0.6482 3.3223 0.20
H 0.5316 1.3643 4.8647 0.22
H 2.1912 1.3146 4.2486 0.21
H 0.2746 3.4133 3.9852 0.21
H 1.8402 3.3996 3.1863 0.22
H -0.5152 1.8735 2.0846 0.19
H -0.5133 3.5974 1.8795 0.19
H 3.3262 -0.3043 1.2378 0.24
H 2.7262 1.2574 1.7821 0.24
H 4.5034 2.1811 0.8553 0.22
H 3.0078 2.6025 -1.1324 0.22
H 3.6260 1.1242 -1.8523 0.22
H 4.7513 2.4221 -1.5578 0.23
H 1.5038 -3.5539 1.9640 0.24
H 2.0569 -1.9295 2.2415 0.23
H 0.6298 -2.2034 1.2295 0.23
H -3.1744 4.5320 -0.5826 0.24
H -2.5885 4.9704 -2.1629 0.24
H -1.8734 5.7140 -0.7178 0.23
H -3.4364 -1.5168 -2.1962 0.23
H -1.0309 -4.2862 -1.6821 0.22
H -1.9283 -4.2021 -3.1733 0.24
H -3.2122 -5.1245 -1.2466 0.22
H -3.9695 -3.6598 -1.8789 0.22
H -3.0438 -4.2415 0.8295 0.25
H -2.0792 -2.9271 0.2423 0.24
H -5.3619 -1.4599 -0.4739 0.50
```

Total charge = 0
DFT total energy = -10025.55263 hartree
Lowest unoccupied orbital energy = -1.0 eV

***

The following is a quantum chemistry calculation of a single C26H27FN6O3 molecule at a distorted geometry, from the OMol25 dataset.

The geometry in XYZ format:
```
63
Properties=species:S:1:pos:R:3:nbo_charge:R:1
H -0.0984 -3.4636 -0.8489 0.39
N 0.0177 -2.6109 -1.3892 -0.73
C 0.6982 -1.7281 -0.7778 0.44
C 1.2631 -1.8066 0.5728 -0.21
C 0.8149 -2.9346 1.4282 0.68
O 0.4970 -4.0293 0.9926 -0.64
N 0.7670 -2.6492 2.7583 -0.60
C -0.0834 -3.4165 3.6353 -0.24
C -1.3554 -2.6039 3.9626 -0.22
N -1.7581 -1.8556 2.7951 -0.45
C -2.4414 -2.6311 1.7811 -0.25
C -2.6243 -1.7352 0.5369 -0.09
O -1.8616 -0.5567 0.6496 -0.53
C -2.2931 0.2338 1.7298 -0.06
C -2.4507 -0.6087 3.0168 -0.24
C 2.1071 -0.8459 1.0192 -0.10
C 2.4057 0.2879 0.2207 -0.28
C 3.2922 1.2977 0.6937 0.65
O 3.8927 1.3132 1.7518 -0.62
N 3.4539 2.4045 -0.2142 -0.39
C 4.3019 3.4022 0.1549 0.05
C 4.5037 4.4839 -0.6351 -0.27
C 3.8166 4.5762 -1.8643 -0.15
C 2.9619 3.5877 -2.2552 -0.03
C 2.2091 3.6222 -3.5429 -0.63
C 2.7681 2.4516 -1.4072 0.43
N 1.9487 1.5086 -1.7994 -0.57
C 1.7632 0.4279 -1.0204 0.48
N 0.9482 -0.5400 -1.4743 -0.38
C 0.2570 -0.3711 -2.7433 -0.27
C -1.1605 0.0731 -2.4962 0.05
C -1.4019 1.3217 -1.9366 -0.21
C -2.6900 1.7315 -1.6504 -0.27
C -3.7343 0.8720 -1.9351 0.39
F -4.9989 1.2589 -1.6437 -0.33
C -3.5261 -0.3707 -2.5012 -0.29
C -2.2288 -0.7665 -2.7753 -0.19
H 0.8788 -1.6819 3.0208 0.39
H 0.4490 -3.6634 4.5583 0.20
H -0.3256 -4.3427 3.1104 0.23
H -1.1215 -1.8869 4.7543 0.19
H -2.1423 -3.2801 4.3357 0.18
H -1.8305 -3.4980 1.5325 0.22
H -3.4242 -2.9909 2.1407 0.16
H -3.6849 -1.4753 0.3996 0.16
H -2.2604 -2.2294 -0.3641 0.22
H -3.2467 0.7258 1.4807 0.17
H -1.5236 0.9989 1.8509 0.19
H -2.0028 -0.0842 3.8626 0.20
H -3.5217 -0.7670 3.2412 0.16
H 2.5969 -0.9052 1.9811 0.24
H 4.7804 3.2466 1.1109 0.26
H 5.1805 5.2625 -0.3262 0.23
H 3.9732 5.4375 -2.4958 0.22
H 2.4131 4.5404 -4.0859 0.22
H 2.4900 2.7688 -4.1570 0.23
H 1.1410 3.5412 -3.3525 0.23
H 0.8050 0.3802 -3.3136 0.24
H 0.2657 -1.3386 -3.2468 0.25
H -0.5697 1.9736 -1.7174 0.22
H -2.8922 2.6946 -1.2080 0.22
H -4.3669 -1.0144 -2.7072 0.23
H -2.0415 -1.7426 -3.1940 0.23
```

Total charge = 0
ΔE to the lowest compared entry with this formula, charge and spin = 0.0651 eV
DFT total energy = -1661.14164 hartree
Lowest unoccupied orbital energy = -0.4 eV

***

The following is a quantum chemistry calculation of a gas-phase ion, C26H27N4 (charge +1) at a distorted geometry, from the OMol25 dataset.

The geometry in XYZ format:
```
57
Properties=species:S:1:pos:R:3:nbo_charge:R:1
C -1.1886 5.4685 -2.8724 -0.41
N -1.0281 4.0756 -3.2298 -0.35
C -1.3723 3.7932 -4.6098 -0.42
C -0.6381 3.1206 -2.3416 0.28
C -0.6434 1.7371 -2.6717 -0.30
C -0.2876 0.8007 -1.7207 0.11
N 0.0987 1.1685 -0.4655 -0.32
C 0.2684 0.1835 0.6012 -0.06
C 1.6696 -0.3689 0.7078 -0.14
C 2.8363 0.3314 0.4326 -0.01
N 3.9282 -0.4333 0.7879 -0.34
C 5.3040 0.0131 0.8327 -0.40
C 3.4897 -1.6608 1.2754 0.14
C 4.2779 -2.6556 1.8293 -0.24
C 3.6144 -3.7321 2.4328 -0.20
C 2.2122 -3.7408 2.4867 -0.22
C 1.4364 -2.7075 1.9312 -0.23
C 2.0684 -1.6433 1.2971 -0.03
C -0.8099 -0.8502 0.4826 -0.17
C -0.7748 -2.1282 -0.0566 0.01
N -1.9807 -2.7655 0.1436 -0.35
C -2.1744 -4.1897 -0.0677 -0.40
C -2.8492 -1.8949 0.8151 0.12
C -4.0117 -2.2223 1.5068 -0.23
C -4.5078 -1.2627 2.4124 -0.20
C -3.8491 -0.0340 2.5919 -0.22
C -2.6836 0.2849 1.8789 -0.22
C -2.1458 -0.6679 1.0178 -0.03
C 0.2272 2.4890 -0.1712 0.10
C -0.2089 3.4703 -1.0335 -0.30
H -0.9595 5.6459 -1.8244 0.21
H -0.5288 6.0901 -3.4895 0.22
H -2.2183 5.7968 -3.0591 0.22
H -0.8298 2.9236 -4.9919 0.22
H -2.4518 3.6224 -4.7403 0.21
H -1.1124 4.6699 -5.2155 0.23
H -0.9667 1.3850 -3.6506 0.25
H -0.3474 -0.2701 -1.9161 0.26
H 0.0851 0.7204 1.5485 0.23
H 2.9593 1.3261 0.0127 0.21
H 5.9344 -0.8287 1.1302 0.22
H 5.6494 0.3860 -0.1395 0.21
H 5.4478 0.8205 1.5669 0.21
H 5.3620 -2.5814 1.7845 0.22
H 4.1925 -4.5513 2.8609 0.23
H 1.7086 -4.5773 2.9693 0.22
H 0.3521 -2.7254 1.9907 0.22
H 0.0492 -2.6513 -0.5301 0.24
H -3.2101 -4.4407 0.1797 0.22
H -1.9534 -4.4485 -1.1147 0.22
H -1.4993 -4.7683 0.5855 0.21
H -4.4914 -3.1927 1.3502 0.22
H -5.4056 -1.4787 2.9975 0.23
H -4.2642 0.6889 3.3002 0.22
H -2.1788 1.2421 2.0115 0.20
H 0.6171 2.7246 0.8226 0.24
H -0.2169 4.4935 -0.6627 0.24
```

Total charge = +1
ΔE to the lowest compared entry with this formula, charge and spin = 0.0000 eV
DFT total energy = -1225.77595 hartree
Lowest unoccupied orbital energy = -2.8 eV

***

The following is a quantum chemistry calculation of a gas-phase ion, C26H27O3S (charge +1) at a distorted geometry, from the OMol25 dataset.

The geometry in XYZ format:
```
57
Properties=species:S:1:pos:R:3:nbo_charge:R:1
C -2.1936 4.9575 -2.8784 -0.26
O -2.2590 4.5588 -1.4943 -0.49
C -1.2488 3.8155 -0.9806 0.33
C -1.3296 3.5213 0.3996 -0.25
C -0.5285 2.5335 0.9295 -0.19
C 0.3549 1.8121 0.1039 -0.10
C 1.0113 0.5577 0.6935 -0.29
C 1.9488 -0.2725 -0.1883 -0.10
C 3.1678 -0.7341 0.3531 -0.21
C 3.9777 -1.5745 -0.4092 -0.03
C 3.5341 -1.9973 -1.6833 0.31
O 4.3819 -2.8550 -2.3120 -0.47
C 5.5220 -3.0841 -1.3907 -0.07
C 5.2836 -2.2408 -0.1331 -0.47
C 2.3434 -1.5158 -2.2342 -0.26
C 1.5807 -0.6433 -1.4829 -0.18
C 0.6206 2.2915 -1.1802 -0.12
C -0.1818 3.2866 -1.7438 -0.32
H -3.0499 5.6239 -2.9758 0.21
H -1.2673 5.4994 -3.1103 0.19
H -2.3249 4.0953 -3.5463 0.18
H -2.0986 3.9974 0.9974 0.24
H -0.5915 2.2980 1.9930 0.21
H 1.6413 0.9430 1.5133 0.23
H 3.4868 -0.4392 1.3559 0.21
H 5.5697 -4.1580 -1.1675 0.20
H 6.4352 -2.7882 -1.9338 0.20
H 6.1085 -1.5335 0.0084 0.23
H 5.2422 -2.8703 0.7665 0.22
H 2.0384 -1.8185 -3.2245 0.24
H 0.6863 -0.2256 -1.9302 0.23
H 1.4292 1.8515 -1.7566 0.23
H -0.0408 3.6030 -2.7739 0.23
C 0.1078 -2.0656 3.6433 -0.75
S 0.7011 -2.0062 1.9387 0.79
C -0.1157 -3.4178 1.1529 -0.75
C -0.0649 -0.3178 1.2708 -0.29
C -1.2006 -0.6471 0.2945 0.56
C -2.6235 -0.2154 0.5772 -0.09
C -3.4132 -0.8368 1.5643 -0.22
C -4.8079 -0.6451 1.5458 -0.20
C -5.3898 0.2305 0.6305 -0.19
C -4.5945 0.9054 -0.2977 -0.18
C -3.2218 0.6375 -0.3572 -0.20
O -0.9921 -1.2797 -0.7339 -0.52
H 0.9987 -2.3027 4.2442 0.27
H -0.3001 -1.0934 3.9390 0.26
H -0.6402 -2.8526 3.7530 0.25
H 0.6846 -4.1498 0.9683 0.27
H -0.8578 -3.8398 1.8339 0.25
H -0.5684 -3.1195 0.2044 0.30
H -0.4813 0.1083 2.1898 0.24
H -2.9487 -1.4850 2.3014 0.20
H -5.4324 -1.1919 2.2435 0.23
H -6.4720 0.3925 0.6423 0.23
H -5.0237 1.6156 -1.0014 0.23
H -2.5939 1.0813 -1.1316 0.23
```

Total charge = +1
ΔE to the lowest compared entry with this formula, charge and spin = 0.0000 eV
DFT total energy = -1630.56472 hartree
Lowest unoccupied orbital energy = -3.3 eV

***

The following is a quantum chemistry calculation of a molecular structure, C26H28BBrF24I2N3O5 at a distorted geometry, from the OMol25 dataset.

The geometry in XYZ format:
```
90
Properties=species:S:1:pos:R:3:mulliken_charge:R:1
C -0.8595 1.5271 0.8726 -0.10
C -1.1182 0.6815 -0.2484 -0.92
C -0.7831 -0.1281 -1.6730 0.10
N -0.5642 0.5606 -2.8725 0.05
C -0.2350 -0.3988 -3.9986 -0.81
C 0.5250 -1.5908 -3.1523 1.17
N 1.9091 -1.0701 -2.8340 -0.39
C 0.8489 -3.0267 -3.8845 -1.46
I 3.0286 -3.4492 -3.6841 0.19
C 0.5171 -3.0662 -5.4900 -0.60
C 1.6026 -2.2000 -6.3937 -0.56
I 0.7373 -5.1938 -6.0997 0.11
C -0.5977 -1.7328 -1.9582 0.52
C -0.3319 -2.7698 -0.7155 -0.24
C 0.8455 -2.3148 0.3307 -0.04
O 0.4494 -1.7432 1.5021 -0.44
Br 2.8176 -2.5552 0.0918 -0.06
B -2.1352 -2.2017 -2.4386 0.38
N -3.3622 -1.5689 -1.7440 -0.55
O -2.3497 -3.2034 -3.5397 -0.55
H -0.5969 2.2203 1.8081 0.50
H -0.6098 1.6123 -3.0270 0.34
H 0.5089 0.2642 -4.6561 0.42
H -1.0486 -0.6744 -4.7935 0.19
H 2.2957 -0.4675 -3.6013 0.29
H 1.9602 -0.5716 -1.9187 0.25
H 0.2634 -3.8763 -3.3316 0.50
H -0.6061 -2.7146 -5.6626 0.44
H 2.4946 -2.8941 -6.7031 0.40
H 2.0443 -1.3314 -5.7365 0.13
H 1.0275 -1.8041 -7.3571 0.12
H -1.3601 -2.9084 -0.1250 0.42
H -0.0459 -3.8280 -1.1475 0.34
H -3.8698 -1.0758 -2.5293 0.24
H -3.9700 -2.3696 -1.4407 0.26
H -2.1278 -4.1371 -3.1943 0.35
C 1.3225 -3.2945 -11.3552 -0.86
C 0.7924 -2.5637 -10.1102 0.97
C -0.2778 -3.3076 -9.3141 0.30
F -1.3520 -3.6551 -10.0549 -0.21
F -0.7497 -2.5256 -8.3057 -0.24
F 0.3757 -1.3227 -10.4771 -0.30
F 1.8635 -2.3575 -9.2788 -0.26
O 0.6883 -2.9898 -12.6031 -0.40
C -0.5524 -3.6562 -12.8341 0.72
C -1.7685 -2.7134 -12.7606 0.22
F -1.7695 -1.9691 -11.6314 -0.18
F -2.9307 -3.4177 -12.7630 -0.25
F -0.6431 -4.7087 -11.9870 -0.26
F -0.4683 -4.1911 -14.0808 -0.29
H 2.3560 -2.9548 -11.4924 0.45
H 1.4098 -4.3766 -11.1976 0.36
H 0.1324 -4.2135 -8.8598 0.00
H -1.7817 -2.0273 -13.6119 0.24
C 2.3274 3.9058 4.9377 -0.73
C 0.9264 4.4280 5.2975 0.86
C 0.4581 4.1341 6.7212 0.20
F 0.4816 2.8203 7.0325 -0.29
F -0.8288 4.5413 6.8920 -0.31
F 0.0403 3.9735 4.3719 -0.27
F 0.9523 5.7900 5.1392 -0.33
O 2.3973 2.6178 4.3145 -0.39
C 2.2943 1.5053 5.2027 0.69
C 0.9602 0.7467 5.0700 0.33
F -0.1067 1.5754 5.1334 -0.18
F 0.8118 -0.1557 6.0752 -0.26
F 2.5397 1.9337 6.4635 -0.24
F 3.3220 0.6734 4.8881 -0.29
H 2.7232 4.5904 4.1781 0.42
H 3.0314 3.9907 5.7747 0.35
H 1.0697 4.6701 7.4520 0.28
H 0.9096 0.2108 4.1181 0.16
C -1.5720 3.5231 9.9744 -0.65
C -2.3077 2.6789 11.0286 0.81
C -2.7517 3.4295 12.2824 0.12
F -1.7393 4.0585 12.9170 -0.20
F -3.2889 2.5672 13.1874 -0.28
F -1.5421 1.5976 11.3335 -0.27
F -3.4304 2.1723 10.4255 -0.33
O -0.1410 3.5373 10.0409 -0.31
C 0.4143 4.4148 11.0201 0.62
C 1.0418 3.6699 12.2136 0.27
F 0.2007 2.7518 12.7415 -0.19
F 1.3538 4.5330 13.2158 -0.28
F -0.5345 5.3076 11.3893 -0.27
F 1.3727 5.1365 10.3815 -0.29
H -1.7884 3.0584 9.0051 0.39
H -1.9847 4.5359 9.8896 0.35
H -3.5189 4.1707 12.0428 0.29
H 1.9554 3.1503 11.9119 0.25
```

Total charge = +1
DFT total energy = -7138.43228 hartree
Lowest unoccupied orbital energy = -5.2 eV

***

The following is a quantum chemistry calculation of 2 unconnected molecules or ions with the total composition C26H28BF2O3 at a distorted geometry, from the OMol25 dataset.

The geometry in XYZ format:
```
60
Properties=species:S:1:pos:R:3:nbo_charge:R:1
C 4.3096 1.0461 4.6615 -0.66
C 3.1823 0.1872 4.9986 0.30
C 3.0573 -1.1660 4.7226 -0.34
C 1.7589 -1.5353 5.1247 -0.28
C 1.0495 -0.3370 5.3414 0.27
B 0.9571 -1.5065 0.4778 1.31
O -0.0139 -2.1738 0.9189 -0.59
C -0.3603 -1.5601 -0.6467 0.19
C 0.2010 -2.6323 -1.5653 -0.66
C -1.8748 -1.5416 -0.5180 -0.64
C 0.3393 -0.1222 -0.7610 0.26
C 1.0341 0.2613 -2.0616 -0.65
C -0.5563 1.0120 -0.2741 -0.66
O 1.4932 -0.3129 0.1884 -0.63
O 1.9710 0.6943 5.4030 -0.42
H 5.2155 0.4328 4.7214 0.24
H 4.1652 1.2665 3.5949 0.22
H 4.4875 1.9558 5.2345 0.24
H 3.8350 -1.7976 4.2892 0.23
H 1.3638 -2.5293 5.0940 0.23
H 0.0920 -2.3876 -2.6194 0.28
H 1.2806 -2.8217 -1.3903 0.23
H -0.2653 -3.5996 -1.3473 0.27
H -2.3324 -0.7804 -1.1517 0.25
H -2.2905 -2.5142 -0.7819 0.25
H -2.1756 -1.3480 0.5147 0.27
H 1.3836 1.3012 -1.9850 0.26
H 1.9193 -0.3534 -2.2842 0.24
H 0.3813 0.2294 -2.9489 0.24
H -1.1191 0.7137 0.6234 0.25
H 0.0360 1.9054 -0.0086 0.27
H -1.2639 1.2835 -1.0898 0.25
F -3.9789 1.4221 2.2675 -0.34
C -2.7180 1.6771 2.7797 0.40
C -2.1472 2.9271 2.5725 -0.30
C -0.8332 3.1063 3.0411 -0.19
C -0.1750 2.0860 3.7655 -0.26
C -0.8190 0.8892 4.0616 0.12
C -0.3127 -0.1824 5.1072 -0.36
C -0.9433 -1.5384 4.6674 -0.15
C -1.3058 -2.4248 5.6087 -0.20
C -2.3139 -3.4476 5.5333 -0.06
C -3.1643 -3.6426 4.4116 -0.28
C -4.1980 -4.5698 4.5315 0.41
F -5.0681 -4.7340 3.4772 -0.33
C -4.4169 -5.3371 5.6755 -0.27
C -3.5467 -5.1587 6.7612 -0.18
C -2.5162 -4.2372 6.6916 -0.20
C -2.0661 0.6491 3.4693 -0.34
H -2.6906 3.7050 2.0173 0.24
H -0.3230 4.0638 2.8603 0.23
H 0.8532 2.2520 4.0824 0.24
H -0.7273 0.1261 6.0869 0.24
H -0.9425 -1.7578 3.5778 0.20
H -0.7945 -2.3572 6.5692 0.21
H -3.0398 -3.0510 3.5005 0.22
H -5.2373 -6.0372 5.7306 0.24
H -3.6744 -5.7453 7.6795 0.23
H -1.8546 -4.0530 7.5513 0.22
H -2.5590 -0.3208 3.5437 0.24
```

Total charge = +1
ΔE to the lowest compared entry with this formula, charge and spin = 2.6177 eV
DFT total energy = -1457.48346 hartree
Lowest unoccupied orbital energy = -4.5 eV